Entry 1:
# C4H6CuO2

C4H6CuO2 as an isolated structure (ωB97M-V with the def2-TZVPD basis set, the OMol25 dataset).

ORCA input file:
```
! wB97M-V def2-TZVPD RIJCOSX def2/J DEFGRID3
* xyz 1 1
C 0.568 -0.032 1.182
O 1.914 -0.282 1.407
H -0.104 -0.366 1.976
H 2.183 -1.162 1.118
C -1.723 -0.720 -1.554
C -1.308 0.114 -0.599
C 0.109 0.243 -0.177
O 0.420 1.310 0.773
Cu 2.776 1.799 1.066
H -1.028 -1.374 -2.087
H -2.030 0.719 -0.042
H -2.634 -0.413 -2.092
H 0.858 0.166 -0.971
*
```

Values from the calculation:
* maximum force: 0.0375 hartree/bohr
* frontier orbital gap: 7.629 eV
* HOMO: -13.36 eV
* LUMO: -5.7259 eV


Entry 2:
# C7H16N2P

A 2-piece molecular cluster, C7H16N2P overall (ωB97M-V with the def2-TZVPD basis set, the OMol25 dataset).

ORCA input file:
```
! wB97M-V def2-TZVPD RIJCOSX def2/J DEFGRID3
* xyz 1 1
C -1.374 1.116 -0.964
C -1.101 -0.359 -1.260
C -1.261 1.640 0.417
C -1.612 -1.388 -0.347
C 0.255 1.537 0.974
C -0.585 -1.973 0.763
C 0.533 0.120 0.783
N 3.256 0.072 -0.811
N -0.153 -0.802 1.411
P 4.232 -0.990 -0.206
H -0.683 1.625 -1.635
H -2.477 1.314 -1.022
H -1.501 -0.484 -2.267
H -0.034 -0.494 -1.227
H -1.582 2.639 0.381
H -1.980 1.112 0.925
H -2.410 -0.985 0.253
H -2.131 -2.228 -0.823
H 1.006 2.273 0.383
H 0.399 1.868 2.033
H -0.924 -2.666 1.545
H 0.196 -2.498 0.153
H 1.475 -0.141 0.256
H -0.735 -0.536 2.145
H 3.529 0.979 -1.095
H 5.664 -0.752 -0.766
*
```

Values from the calculation:
* maximum force: 0.0749 hartree/bohr
* frontier orbital gap: 8.565 eV
* HOMO: -12.84 eV
* LUMO: -4.2769 eV


Entry 3:
# C4H2N4S

An isolated ion of composition C4H2N4S and charge -2 (ωB97M-V with the def2-TZVPD basis set, the OMol25 dataset).

ORCA input file:
```
! wB97M-V def2-TZVPD RIJCOSX def2/J DEFGRID3
* xyz -2 1
N -4.426 -0.753 0.013
N -3.640 -1.625 0.026
N -2.418 -1.876 -0.022
C -1.704 -0.659 -0.028
N -2.346 0.521 -0.023
C -1.375 1.467 -0.009
S -1.635 3.179 0.002
C -0.108 0.869 -0.002
C -0.320 -0.515 -0.004
H 0.849 1.380 0.019
H 0.420 -1.309 -0.015
*
```

Values from the calculation:
* maximum force: 0.0400 hartree/bohr
* frontier orbital gap: 4.079 eV
* HOMO: 2.29 eV
* SMILES string: [N-]=N[N-]C1=NC(=S)C=C1
* LUMO: 6.3717 eV


Entry 4:
# C15H10BBrN2O6W

C15H10BBrN2O6W as an isolated structure (ωB97M-V with the def2-TZVPD basis set, the OMol25 dataset).

ORCA input file:
```
! wB97M-V def2-TZVPD RIJCOSX def2/J DEFGRID3
* xyz 0 1
W 1.069 0.625 -0.653
O -2.815 -0.226 -2.003
C -1.683 -0.262 -1.594
O -0.895 0.753 -1.356
C -1.023 -1.553 -1.198
C -1.539 -2.838 -1.332
C -0.767 -3.908 -0.905
C 0.493 -3.696 -0.331
C 0.919 -2.391 -0.231
N 0.174 -1.380 -0.670
C 2.197 -1.899 0.390
O 3.037 -2.614 0.842
O 2.241 -0.551 0.404
H -2.521 -2.953 -1.766
H -1.138 -4.919 -1.010
H 1.124 -4.495 0.029
B 3.435 1.458 -1.379
C 2.468 0.704 -2.349
N 1.509 0.103 -2.729
H 3.630 2.598 -1.677
H 2.682 1.584 -0.298
H 4.326 0.746 -1.024
Br -3.310 3.970 1.034
C -2.154 2.552 1.482
C -2.634 1.636 2.418
C -1.879 0.544 2.816
C -0.613 0.355 2.273
C -0.169 1.256 1.320
C -0.907 2.366 0.905
C -0.330 3.175 -0.209
O -0.693 4.254 -0.559
O 0.702 2.518 -0.800
H -3.623 1.790 2.827
H -2.274 -0.143 3.551
H 0.014 -0.467 2.593
H 0.950 1.305 1.188
*
```

Values from the calculation:
* maximum force: 0.0383 hartree/bohr
* frontier orbital gap: 7.109 eV
* HOMO: -8.87 eV
* LUMO: -1.7654 eV


Entry 5:
# C3H6ClN

A 2-piece molecular cluster, C3H6ClN overall (ωB97M-V with the def2-TZVPD basis set, the OMol25 dataset).

ORCA input file:
```
! wB97M-V def2-TZVPD RIJCOSX def2/J DEFGRID3
* xyz 0 3
C 0.094 0.894 -0.865
C 0.221 0.866 0.655
C -0.715 -0.011 -0.051
N -0.137 -2.310 -0.146
Cl -2.405 -0.051 0.093
H -0.409 1.723 -1.344
H 0.912 0.485 -1.436
H 1.123 0.442 1.066
H -0.200 1.670 1.243
H -1.050 -2.620 -0.461
H -0.108 -2.426 0.864
*
```

Values from the calculation:
* maximum force: 0.0315 hartree/bohr
* frontier orbital gap (alpha / beta): 8.387 / 8.605 eV
* expectation value of S²: 2.01
* HOMO (alpha / beta): -7.36 / -10.14 eV
* LUMO (alpha / beta): 1.0238 / -1.5355 eV


Entry 6:
# C4H8O2

One molecule with the formula C4H8O2 (ωB97M-V with the def2-TZVPD basis set, the OMol25 dataset).

ORCA input file:
```
! wB97M-V def2-TZVPD RIJCOSX def2/J DEFGRID3
* xyz 0 1
C 0.978 0.610 0.178
C 1.012 -0.863 -0.198
O -0.018 -1.539 0.535
C -1.410 -0.766 0.348
O -1.396 0.591 0.532
C -0.357 1.225 -0.204
H 1.090 0.681 1.266
H 1.789 1.165 -0.299
H 0.948 -0.945 -1.310
H 1.998 -1.291 0.056
H -2.261 -1.100 0.983
H -1.358 -1.176 -0.639
H -0.403 2.289 0.045
H -0.567 1.097 -1.277
*
```

Values from the calculation:
* maximum force: 0.0443 hartree/bohr
* frontier orbital gap: 10.710 eV
* HOMO: -9.66 eV
* SMILES string: C1COCOC1
* LUMO: 1.0453 eV


- The highest maximum force belongs to which entry?
  C7H16N2P